The following is a DFT calculation (ωB97M-V/def2-TZVPD) of a single C2H4FNS molecule.

Calculated values
M   93.13 g mol⁻¹
HOMO energy   -8.6 eV
ΔE to the lowest compared entry with this formula, charge and spin   8.4 kcal per mole

Structure (XYZ):
```
9
C2H4FNS | the OMol25 dataset | ωB97M-V/def2-TZVPD
C 0.204 -0.609 -0.219
C 0.731 0.869 0.102
H -1.576 -1.657 0.019
H -1.615 0.108 0.328
H 1.274 0.936 1.022
H 1.307 1.185 -0.703
N -1.117 -0.747 0.056
F -0.433 1.659 0.326
S 1.224 -1.744 -0.931
```

The following is a DFT calculation (ωB97M-V/def2-TZVPD) of a single C2H4FP molecule.

Calculated values
M   78.03 g mol⁻¹
HOMO energy (spin up / spin down)   -8.0 / -7.8 eV
ΔE to the lowest compared entry with this formula, charge and spin   41.6 kcal per mole

Structure (XYZ):
```
8
C2H4FP | the OMol25 dataset | ωB97M-V/def2-TZVPD
C -0.508 -0.366 -0.410
C 0.359 0.334 0.490
F -2.385 -0.462 1.694
P -2.258 0.402 0.336
H -0.478 0.275 -1.329
H -0.351 -1.474 -0.720
H 0.600 0.012 1.477
H 0.474 1.348 0.150
```

> Look up the ΔE to the lowest compared entry with this formula, charge and spin of the first one.

8.4 kcal per mole

> Which of these has the highest M?

C2H4FNS

Copy entry 1 word for word.
The following is a DFT calculation (ωB97M-V/def2-TZVPD) of a single C2H4FNS molecule.

Calculated values
M   93.13 g mol⁻¹
HOMO energy   -8.6 eV
ΔE to the lowest compared entry with this formula, charge and spin   8.4 kcal per mole

Structure (XYZ):
```
9
C2H4FNS | the OMol25 dataset | ωB97M-V/def2-TZVPD
C 0.204 -0.609 -0.219
C 0.731 0.869 0.102
H -1.576 -1.657 0.019
H -1.615 0.108 0.328
H 1.274 0.936 1.022
H 1.307 1.185 -0.703
N -1.117 -0.747 0.056
F -0.433 1.659 0.326
S 1.224 -1.744 -0.931
```

> Which formula does entry 2 have?

C2H4FP